[1]
DFT (wB97M-V/def2-TZVPD) results for a structure of composition C24H33BN17S3W at a distorted geometry.

Calculated values
Lowest unoccupied orbital energy (alpha / beta) = -0.32130 / -0.30546 hartree
Expectation value of S² = 0.759
Frontier orbital gap (alpha / beta) = 0.194 / 0.211 hartree
Total charge = +2
ΔE to the lowest compared entry with this formula, charge and spin = 2.1 kcal/mol
2S+1 = 2
DFT total energy = -85749.499 eV
Highest occupied orbital energy (alpha / beta) = -14.03 / -14.05 eV

Element x y z (Å)
1 W 0.101 0.342 -0.276
2 C 3.065 -0.590 1.705
3 C 2.865 -1.169 0.346
4 C 3.693 -2.051 -0.310
5 C 3.125 -2.248 -1.562
6 N 2.025 -1.517 -1.674
7 N 1.819 -0.860 -0.490
8 B 1.082 -1.252 -2.903
9 N 1.041 0.300 -3.095
10 C 1.314 1.004 -4.181
11 C 1.296 2.358 -3.858
12 C 1.002 2.433 -2.516
13 C 0.870 3.674 -1.706
14 N 0.835 1.153 -2.046
15 N -0.330 -1.695 -2.459
16 C -1.175 -2.577 -2.969
17 C -2.290 -2.675 -2.147
18 C -2.089 -1.803 -1.108
19 C -3.057 -1.525 -0.011
20 N -0.849 -1.220 -1.266
21 N 1.596 -1.904 -4.130
22 C 2.843 -1.761 -4.685
23 C 2.775 -2.181 -5.976
24 C 1.419 -2.551 -6.173
25 C 0.786 -3.079 -7.423
26 N 0.709 -2.365 -5.080
27 H 3.894 0.119 1.679
28 H 2.197 -0.054 2.070
29 H 3.333 -1.377 2.410
30 H 4.595 -2.496 0.074
31 H 3.442 -2.881 -2.375
32 H 1.504 0.508 -5.122
33 H 1.474 3.188 -4.522
34 H 1.212 4.517 -2.302
35 H -0.173 3.870 -1.447
36 H 1.472 3.643 -0.800
37 H -0.927 -3.057 -3.905
38 H -3.160 -3.288 -2.307
39 H -4.047 -1.826 -0.348
40 H -2.826 -2.105 0.884
41 H -3.102 -0.479 0.279
42 H 3.678 -1.357 -4.133
43 H 3.581 -2.234 -6.689
44 H 1.373 -3.898 -7.837
45 H -0.221 -3.436 -7.218
46 H 0.726 -2.301 -8.184
47 C -2.642 -1.562 4.913
48 C -3.519 -0.370 4.551
49 S -2.891 0.824 3.331
50 C -1.240 1.149 3.968
51 C -0.102 0.251 3.456
52 S -0.543 -0.699 1.981
53 C 0.078 -2.361 2.312
54 C -0.635 -3.002 3.511
55 S -2.427 -2.788 3.581
56 H -3.114 -2.079 5.749
57 H -1.659 -1.245 5.260
58 H -3.749 0.176 5.466
59 H -4.468 -0.704 4.130
60 H -1.271 1.069 5.055
61 H -1.018 2.192 3.743
62 H 0.153 -0.516 4.185
63 H 0.803 0.817 3.250
64 H 1.154 -2.314 2.466
65 H -0.118 -2.915 1.392
66 H -0.207 -2.658 4.452
67 H -0.439 -4.073 3.462
68 N -1.998 3.198 0.662
69 C -2.392 2.387 -0.382
70 N -3.422 2.636 -1.118
71 N -3.433 1.631 -2.049
72 N -2.474 0.821 -1.874
73 N -1.743 1.237 -0.772
74 C -0.750 3.065 1.141
75 N -0.035 3.759 2.004
76 N 1.166 3.126 2.061
77 N 1.184 2.097 1.279
78 N -0.022 2.046 0.690
79 H -2.561 4.012 0.876

Let us look at the Löwdin charges, expressed in e, one per atom:
1. W 1.748
2. C -0.020
3. C -0.281
4. C 0.038
5. C 0.006
6. N 0.047
7. N -0.089
8. B -0.647
9. N 0.045
10. C 0.022
11. C 0.043
12. C -0.264
13. C 0.002
14. N -0.076
15. N 0.063
16. C 0.019
17. C 0.037
18. C -0.304
19. C -0.039
20. N -0.104
21. N -0.012
22. C -0.089
23. C 0.006
24. C -0.322
25. C -0.015
26. N 0.122
27. H 0.112
28. H 0.007
29. H 0.102
30. H 0.134
31. H 0.143
32. H 0.147
33. H 0.133
34. H 0.104
35. H 0.084
36. H 0.075
37. H 0.124
38. H 0.134
39. H 0.107
40. H 0.033
41. H 0.044
42. H 0.129
43. H 0.120
44. H 0.088
45. H 0.080
46. H 0.088
47. C -0.498
48. C -0.508
49. S 0.852
50. C -0.505
51. C -0.428
52. S 0.822
53. C -0.436
54. C -0.508
55. S 0.913
56. H 0.088
57. H 0.063
58. H 0.090
59. H 0.081
60. H 0.096
61. H 0.053
62. H 0.081
63. H 0.050
64. H 0.075
65. H 0.091
66. H 0.079
67. H 0.088
68. N 0.213
69. C -0.419
70. N 0.112
71. N 0.032
72. N -0.013
73. N -0.122
74. C -0.439
75. N 0.125
76. N 0.043
77. N -0.056
78. N -0.226
79. H 0.187

[2]
DFT (wB97M-V/def2-TZVPD) results for a cluster of 7 separate species, C24H33Br2N4O8 in total at a distorted geometry.

Calculated values
Lowest unoccupied orbital energy = 0.05256 hartree
Frontier orbital gap = 0.156 hartree
Total charge = -1
ΔE to the lowest compared entry with this formula, charge and spin = 44.9 kcal/mol
DFT total energy = -187837.059 eV
Highest occupied orbital energy = -2.82 eV

Element x y z (Å)
1 N -0.800 0.861 1.378
2 H -0.383 0.654 0.482
3 H -1.754 1.164 1.241
4 H -0.220 1.611 1.726
5 H -0.614 0.089 2.002
6 C -2.085 -2.483 2.771
7 C -0.686 -2.418 3.401
8 O 0.029 -1.242 3.117
9 H -2.163 -2.822 1.739
10 H -2.603 -1.530 2.876
11 H -2.661 -3.220 3.330
12 H -0.144 -3.330 3.151
13 H -0.846 -2.536 4.473
14 C 1.191 3.822 4.810
15 C 0.686 3.354 3.483
16 O 1.086 2.068 3.044
17 H 2.266 3.810 4.630
18 H 1.004 3.101 5.606
19 H 0.903 4.801 5.195
20 H 0.907 4.167 2.792
21 H -0.404 3.340 3.465
22 Br -5.771 2.787 -3.382
23 C -5.369 3.016 -1.452
24 C -3.914 2.715 -1.222
25 Br -3.584 2.508 0.761
26 H -5.871 2.253 -0.857
27 H -5.724 3.998 -1.142
28 H -3.291 3.525 -1.601
29 H -3.549 1.855 -1.784
30 C -1.891 -4.749 -2.647
31 C -1.154 -4.064 -1.676
32 C -1.721 -2.823 -1.134
33 C -2.873 -2.309 -1.741
34 C -3.527 -2.992 -2.774
35 C -3.068 -4.271 -3.176
36 N -3.598 -1.180 -1.165
37 O -4.753 -0.922 -1.424
38 O -2.960 -0.376 -0.543
39 H -1.477 -5.655 -3.064
40 H -0.271 -4.578 -1.327
41 H -1.289 -2.331 -0.275
42 H -4.382 -2.634 -3.328
43 H -3.597 -4.794 -3.958
44 C 4.494 5.067 -1.424
45 C 4.141 4.459 -2.614
46 C 3.108 3.583 -2.724
47 C 2.359 3.275 -1.565
48 C 2.689 3.778 -0.344
49 C 3.731 4.742 -0.299
50 N 1.199 2.386 -1.725
51 O 0.571 2.079 -0.745
52 O 0.858 2.001 -2.857
53 H 5.389 5.667 -1.360
54 H 4.742 4.707 -3.477
55 H 2.878 3.076 -3.649
56 H 2.075 3.692 0.540
57 H 3.846 5.338 0.594
58 C 3.279 -5.005 -0.974
59 C 3.669 -4.665 0.298
60 C 3.370 -3.384 0.765
61 C 2.589 -2.447 -0.023
62 C 2.246 -2.803 -1.290
63 C 2.588 -4.077 -1.741
64 N 2.183 -1.130 0.554
65 O 1.127 -0.702 0.093
66 O 2.916 -0.601 1.374
67 H 3.348 -5.985 -1.422
68 H 4.112 -5.451 0.892
69 H 3.582 -3.276 1.819
70 H 1.679 -2.079 -1.856
71 H 2.157 -4.489 -2.642

Let us look at the Löwdin charges, expressed in e, one per atom:
1. N 0.252
2. H 0.049
3. H -0.043
4. H 0.053
5. H 0.044
6. C -0.134
7. C -0.509
8. O -0.358
9. H 0.024
10. H 0.057
11. H 0.045
12. H 0.060
13. H 0.064
14. C -0.151
15. C -0.556
16. O -0.362
17. H 0.055
18. H 0.060
19. H 0.049
20. H 0.052
21. H 0.064
22. Br 0.575
23. C -0.676
24. C -0.627
25. Br 0.714
26. H 0.045
27. H 0.058
28. H 0.058
29. H 0.040
30. C -0.106
31. C -0.021
32. C 0.052
33. C -0.138
34. C 0.002
35. C -0.075
36. N -0.348
37. O 0.071
38. O 0.039
39. H 0.100
40. H 0.092
41. H 0.099
42. H 0.112
43. H 0.100
44. C -0.075
45. C -0.107
46. C -0.010
47. C -0.135
48. C 0.034
49. C -0.039
50. N -0.318
51. O 0.081
52. O 0.043
53. H 0.102
54. H 0.102
55. H 0.113
56. H 0.117
57. H 0.106
58. C -0.104
59. C -0.086
60. C 0.032
61. C -0.105
62. C -0.034
63. C -0.097
64. N -0.301
65. O 0.036
66. O 0.130
67. H 0.100
68. H 0.103
69. H 0.117
70. H 0.119
71. H 0.097

[3]
DFT (wB97M-V/def2-TZVPD) results for a structure of composition C24H33Cl2LuN4O3 at a distorted geometry.

Calculated values
Lowest unoccupied orbital energy = 0.00643 hartree
Frontier orbital gap = 0.177 hartree
ΔE to the lowest compared entry with this formula, charge and spin = 1.9 kcal/mol
DFT total energy = -96194.479 eV
Highest occupied orbital energy = -4.63 eV

Element x y z (Å)
1 O 0.892 1.936 -2.687
2 C 1.148 1.676 -3.861
3 C 1.910 2.577 -4.807
4 C 2.500 3.755 -4.313
5 H 2.654 3.857 -3.243
6 C 2.883 4.793 -5.168
7 H 3.271 5.731 -4.769
8 C 2.769 4.648 -6.558
9 H 2.972 5.489 -7.233
10 C 2.358 3.404 -7.075
11 H 2.349 3.247 -8.164
12 C 1.952 2.372 -6.204
13 H 1.672 1.393 -6.613
14 H 0.828 0.696 -4.278
15 C -2.975 0.911 -2.412
16 C -2.558 -0.093 -1.418
17 H -4.019 0.774 -2.756
18 H -2.319 0.777 -3.287
19 H -2.850 1.953 -2.084
20 C -3.246 -1.132 -0.989
21 C -4.762 -1.196 -0.893
22 H -2.757 -2.063 -0.667
23 H -5.231 -0.597 -1.677
24 H -5.121 -0.801 0.063
25 H -5.129 -2.220 -0.990
26 Lu -0.375 0.058 -0.051
27 Cl -0.690 2.427 0.202
28 Cl -0.069 -0.984 -2.347
29 C -2.582 0.508 2.399
30 O -1.707 -0.159 1.771
31 N -3.050 0.186 3.603
32 C -2.575 -0.973 4.359
33 C -4.104 0.972 4.246
34 H -3.013 1.425 1.966
35 H -1.776 -1.504 3.836
36 H -3.417 -1.652 4.556
37 H -2.217 -0.639 5.342
38 H -4.341 1.832 3.610
39 H -3.755 1.319 5.232
40 H -5.002 0.350 4.389
41 H -0.104 -5.615 1.330
42 H 2.005 -5.859 0.026
43 C -0.496 -4.939 0.554
44 C 1.628 -5.142 -0.717
45 N 0.631 -4.263 -0.103
46 H -1.179 -4.203 0.987
47 C 0.806 -2.943 -0.083
48 O 0.107 -2.130 0.588
49 H 2.452 -4.525 -1.092
50 H 1.604 -2.555 -0.747
51 H -1.032 -5.566 -0.174
52 H 1.202 -5.717 -1.553
53 N 3.769 -0.349 1.857
54 C 2.808 -0.244 0.913
55 N 1.732 0.383 1.405
56 C 2.042 0.740 2.727
57 C 1.338 1.414 3.733
58 C 1.924 1.528 5.003
59 C 3.178 0.971 5.301
60 C 3.908 0.312 4.293
61 C 3.319 0.240 3.038
62 H 4.676 -0.768 1.731
63 H 2.938 -0.631 -0.100
64 H 0.367 1.824 3.469
65 H 1.394 2.059 5.791
66 H 3.579 1.056 6.316
67 H 4.888 -0.134 4.476

Let us look at the natural (NBO) charges, expressed in e, one per atom:
1. O -0.503
2. C 0.415
3. C -0.170
4. C -0.149
5. H 0.230
6. C -0.227
7. H 0.216
8. C -0.191
9. H 0.216
10. C -0.226
11. H 0.217
12. C -0.176
13. H 0.219
14. H 0.145
15. C -0.674
16. C -0.384
17. H 0.158
18. H 0.214
19. H 0.215
20. C -0.321
21. C -0.653
22. H 0.156
23. H 0.200
24. H 0.178
25. H 0.183
26. Lu 1.695
27. Cl -0.626
28. Cl -0.662
29. C 0.580
30. O -0.713
31. N -0.390
32. C -0.423
33. C -0.403
34. H 0.177
35. H 0.248
36. H 0.204
37. H 0.201
38. H 0.224
39. H 0.203
40. H 0.206
41. H 0.197
42. H 0.200
43. C -0.421
44. C -0.401
45. N -0.392
46. H 0.250
47. C 0.574
48. O -0.719
49. H 0.215
50. H 0.163
51. H 0.213
52. H 0.211
53. N -0.537
54. C 0.244
55. N -0.524
56. C 0.095
57. C -0.194
58. C -0.225
59. C -0.205
60. C -0.257
61. C 0.156
62. H 0.420
63. H 0.226
64. H 0.240
65. H 0.219
66. H 0.222
67. H 0.219